{
  "formula": "C38H58CrN9O2SSeSi5Te",
  "method": "ωB97M-V/def2-TZVPD",
  "total_charge": -1,
  "multiplicity": 5,
  "s_squared": 6.14,
  "relative_energy_ev": 1.830,
  "homo_lumo_gap_ha": [0.164, 0.243],
  "species": ["Cr", "N", "C", "C", "C", "C", "C", "N", "C", "C", "C", "C", "C", "N", "H", "H", "H", "H", "H", "H", "H", "H", "H", "N", "C", "C", "C", "C", "C", "C", "S", "O", "O", "N", "C", "N", "C", "C", "C", "N", "H", "H", "H", "H", "H", "H", "H", "H", "H", "N", "C", "C", "C", "C", "N", "C", "C", "H", "H", "H", "H", "C", "Si", "C", "C", "Se", "H", "H", "H", "H", "H", "H", "H", "H", "H", "C", "Si", "C", "C", "Si", "Te", "Si", "C", "C", "C", "Si", "C", "C", "C", "H", "H", "H", "H", "H", "H", "H", "H", "H", "H", "H", "H", "H", "H", "H", "H", "H", "H", "H", "H", "H", "H", "H", "H", "H", "H", "H"],
  "positions_angstrom": [[0.5061, -1.5139, 0.5591], [-2.2805, -2.3202, 2.2765], [-1.2094, -2.1670, 3.1554], [-1.4863, -2.3432, 4.5123], [-0.4551, -2.2874, 5.4216], [0.8280, -2.0721, 4.9432], [0.9989, -1.8803, 3.5922], [0.0041, -1.8920, 2.6899], [-2.3044, -2.8136, 0.9822], [-3.4357, -3.5628, 0.6195], [-3.5779, -3.9939, -0.6737], [-2.6047, -3.6354, -1.6034], [-1.5274, -2.9078, -1.1679], [-1.3396, -2.5283, 0.1151], [-3.1431, -2.4927, 2.7639], [-2.5054, -2.5359, 4.8221], [-0.6469, -2.4166, 6.4785], [1.6886, -2.0166, 5.5921], [1.9818, -1.6647, 3.2183], [-4.1786, -3.7863, 1.3736], [-4.4362, -4.5866, -0.9616], [-2.6705, -3.9129, -2.6450], [-0.7494, -2.6061, -1.8570], [3.2906, 6.5079, 1.1394], [2.9097, 5.1974, 1.4226], [2.0165, 4.5294, 0.5874], [1.6023, 3.2397, 0.8757], [2.0909, 2.6051, 2.0072], [2.9549, 3.2729, 2.8643], [3.3606, 4.5619, 2.5794], [1.6163, 0.9580, 2.4343], [0.1742, 0.9066, 2.3466], [2.1970, 0.7035, 3.7360], [2.1524, -0.1325, 1.3282], [3.5124, -0.3384, 1.3660], [3.9880, -1.5150, 0.9240], [5.3003, -1.6985, 1.0063], [6.1727, -0.7536, 1.5121], [5.5881, 0.4380, 1.9051], [4.2910, 0.6576, 1.8270], [3.1993, 6.7905, 0.1782], [4.1443, 6.8195, 1.5701], [1.6398, 5.0319, -0.2933], [0.8863, 2.7378, 0.2342], [3.2964, 2.7635, 3.7540], [4.0298, 5.0840, 3.2542], [5.6665, -2.6570, 0.6549], [7.2361, -0.9309, 1.5747], [6.1884, 1.2566, 2.2938], [1.5609, -8.5675, 3.2040], [1.4866, -7.5280, 2.6931], [1.3959, -6.2687, 2.0740], [0.5496, -6.0308, 0.9528], [0.5017, -4.7962, 0.3805], [1.2146, -3.7030, 0.8033], [2.0987, -3.9727, 1.8186], [2.2135, -5.1660, 2.4613], [-0.0450, -6.8318, 0.5330], [-0.1124, -4.6552, -0.4974], [2.7824, -3.1752, 2.0606], [2.9582, -5.2807, 3.2387], [2.5596, -4.1615, -3.2495], [3.2562, -3.1625, -1.7906], [4.7789, -2.3248, -2.5398], [3.8901, -4.6095, -0.7508], [1.6205, -1.5030, -1.5183], [3.3671, -4.8020, -3.6220], [2.2009, -3.5422, -4.0727], [1.7467, -4.8121, -2.9168], [5.2276, -3.0566, -3.2179], [5.5214, -2.0614, -1.7845], [4.5338, -1.4289, -3.1101], [4.7752, -4.9578, -1.2943], [3.1547, -5.4147, -0.7451], [4.1747, -4.4012, 0.2757], [-4.8478, 3.2737, 1.0209], [-3.3622, 3.8939, 0.0196], [-2.4137, 4.9496, 1.2729], [-4.1680, 5.2572, -1.0277], [-2.1517, 2.2288, -1.1136], [-0.5220, 0.3447, -0.8996], [-4.0474, 1.3080, -2.2653], [-4.6095, -0.1004, -1.1318], [-3.3582, 0.4829, -3.8196], [-5.5693, 2.2964, -2.7774], [-1.3121, 3.3827, -3.0062], [-2.5749, 4.2690, -4.0984], [-0.1562, 4.7557, -2.4248], [-0.3230, 2.3014, -4.1897], [-5.2689, 4.0998, 1.5969], [-4.5506, 2.4839, 1.7165], [-5.6233, 2.8558, 0.3743], [-3.1028, 5.5787, 1.8410], [-1.6843, 5.5925, 0.7728], [-1.8567, 4.3240, 1.9757], [-4.8654, 5.7822, -0.3719], [-4.7120, 4.8767, -1.8938], [-3.4220, 5.9677, -1.3907], [-3.7027, -0.5677, -0.7340], [-5.1937, -0.8695, -1.6446], [-5.1822, 0.2724, -0.2780], [-2.3510, 0.1254, -3.5877], [-3.2725, 1.1773, -4.6584], [-3.9566, -0.3760, -4.1349], [-6.0128, 2.8278, -1.9330], [-6.3180, 1.6205, -3.1975], [-5.3221, 3.0449, -3.5323], [-3.0249, 5.1199, -3.5847], [-3.3902, 3.6107, -4.4035], [-2.0680, 4.6295, -4.9967], [-0.6470, 5.3741, -1.6680], [0.1823, 5.3953, -3.2440], [0.7222, 4.2977, -1.9662], [-0.9625, 1.8368, -4.9418], [0.1844, 1.4954, -3.6551], [0.4437, 2.8946, -4.6952]],
  "forces_ev_per_a": [[0.7, -1.3, 2.2], [0.0, 0.1, 0.0], [-0.1, -0.1, -0.1], [-0.1, 0.0, 0.0], [0.1, 0.1, -0.1], [-0.1, 0.0, 0.1], [0.1, 0.0, 0.1], [-0.2, -0.2, 0.0], [0.0, 0.1, 0.0], [0.0, 0.0, 0.0], [0.0, 0.1, 0.0], [0.0, 0.0, 0.1], [0.0, 0.0, -0.1], [0.0, 0.1, -0.1], [0.0, 0.0, 0.0], [0.0, 0.0, 0.0], [0.0, 0.0, 0.0], [0.0, 0.0, 0.0], [0.0, 0.0, -0.1], [0.0, 0.0, 0.0], [0.0, 0.0, 0.0], [0.0, 0.0, 0.0], [0.1, 0.0, 0.1], [-0.1, 0.1, 0.1], [0.0, 0.0, 0.0], [0.0, 0.0, 0.0], [0.0, 0.0, 0.1], [0.2, 0.0, 0.0], [0.0, 0.0, 0.0], [0.0, 0.0, 0.0], [-0.4, 0.1, 0.1], [0.0, 0.1, -0.1], [0.0, 0.0, 0.0], [-0.4, -0.3, 0.5], [0.1, 0.1, -0.3], [0.0, 0.0, 0.0], [-0.1, 0.0, 0.0], [0.1, 0.0, -0.1], [0.0, 0.0, 0.0], [0.1, 0.0, 0.0], [0.0, 0.0, 0.0], [0.0, 0.0, 0.0], [0.0, 0.0, 0.0], [0.1, -0.1, 0.0], [0.1, 0.0, 0.0], [0.0, 0.0, 0.0], [0.0, -0.1, 0.0], [0.0, 0.0, 0.0], [0.0, 0.0, 0.0], [0.0, 0.0, 0.0], [0.0, 0.0, 0.0], [0.0, 0.0, 0.0], [0.0, 0.0, 0.0], [-0.1, 0.1, -0.1], [0.2, 0.5, 0.2], [0.0, -0.1, 0.0], [0.0, 0.0, 0.0], [0.0, 0.0, 0.0], [0.0, 0.0, 0.0], [0.0, 0.1, 0.0], [0.0, 0.0, 0.0], [0.1, 0.0, 0.1], [-0.5, -0.2, -0.8], [-0.1, 0.0, 0.3], [-0.1, 0.4, 0.2], [1.6, -1.1, -1.3], [-0.1, 0.0, -0.1], [0.0, 0.0, 0.0], [0.0, 0.0, 0.0], [0.1, 0.0, 0.0], [0.0, 0.1, 0.0], [-0.1, 0.0, 0.0], [0.0, 0.0, 0.0], [0.0, 0.0, 0.1], [0.0, 0.0, 0.1], [0.2, -0.6, -0.1], [-0.2, 0.8, 1.0], [0.4, -0.4, -0.1], [0.3, -0.4, -0.6], [-1.1, 0.5, -0.8], [-0.9, 1.9, -0.9], [0.4, -0.8, 0.2], [0.0, 0.0, 0.1], [0.1, 0.0, 0.0], [0.1, 0.3, 0.1], [0.4, 0.3, -0.1], [-0.3, -0.1, 0.3], [0.0, -0.1, 0.1], [0.1, -0.3, 0.2], [0.0, 0.0, 0.0], [0.0, 0.0, 0.0], [-0.1, 0.0, 0.0], [0.0, 0.0, 0.0], [0.0, 0.0, 0.0], [0.0, 0.1, 0.0], [0.0, 0.0, 0.0], [-0.1, 0.1, 0.0], [0.0, 0.0, 0.0], [0.0, -0.1, 0.0], [0.0, 0.0, 0.0], [0.0, 0.0, 0.0], [0.0, -0.1, -0.1], [0.0, 0.0, 0.0], [-0.1, 0.0, 0.0], [-0.1, -0.1, 0.0], [0.0, 0.0, 0.0], [0.0, 0.0, 0.0], [0.0, 0.0, 0.0], [0.0, 0.0, -0.1], [0.0, 0.0, 0.0], [0.1, 0.1, 0.0], [0.0, 0.0, 0.0], [0.0, 0.0, 0.0], [0.0, 0.0, 0.0], [0.0, 0.0, 0.0], [-0.1, 0.1, 0.0]]
}